Computed, not measured: C44H36BrMgN4O3PS2 as an isolated structure, with the ωB97M-V functional and the def2-TZVPD basis.

```
92
Properties=species:S:1:pos:R:3:mulliken_charge:R:1
Mg -1.16 -0.38 -0.34 1.611
N -1.74 -0.27 1.82 -0.145
C -1.01 0.20 2.97 -0.884
C -1.65 0.21 4.21 -0.493
C -0.95 0.56 5.35 -0.819
C 0.40 0.89 5.27 -0.809
C 1.02 0.90 4.04 -0.699
C 0.33 0.59 2.86 0.635
P 1.12 0.66 1.21 2.166
C 2.74 -0.10 1.59 0.279
C 3.94 0.55 1.35 -0.692
C 5.15 -0.10 1.57 -0.616
C 5.17 -1.40 2.04 -0.649
C 3.97 -2.06 2.28 -0.731
C 2.77 -1.42 2.05 -0.382
C 1.53 2.42 0.97 0.210
C 1.68 2.83 -0.35 0.648
C 2.05 4.14 -0.65 -0.928
C 2.23 5.05 0.37 -0.762
C 2.07 4.66 1.70 -0.767
C 1.73 3.35 1.99 -0.685
H -2.02 -1.24 1.98 0.122
H -2.63 0.21 1.69 0.377
H -2.69 -0.09 4.27 0.546
H -1.45 0.56 6.31 0.395
H 0.96 1.13 6.16 0.444
H 2.08 1.12 3.97 0.445
H 3.94 1.57 0.97 0.506
H 6.08 0.42 1.38 0.427
H 6.11 -1.90 2.22 0.392
H 3.97 -3.08 2.65 0.446
H 1.84 -1.95 2.23 0.409
H 1.53 2.11 -1.16 -0.355
H 2.19 4.42 -1.68 0.550
H 2.52 6.07 0.14 0.382
H 2.22 5.37 2.50 0.412
H 1.61 3.06 3.03 0.332
O -4.87 -1.40 -1.78 -0.674
S -4.14 -1.42 -0.54 1.123
O -4.16 -0.20 0.26 -0.851
N -2.61 -1.80 -0.66 0.401
C -2.18 -2.83 -1.51 0.181
C -2.98 -3.77 -2.13 -0.553
C -2.42 -4.75 -2.97 -0.991
C -1.07 -4.81 -3.19 -0.873
C -0.23 -3.87 -2.57 1.297
C 1.18 -3.86 -2.77 -1.063
C 1.95 -2.92 -2.17 -1.124
C 1.32 -1.96 -1.34 0.104
N 0.03 -1.97 -1.08 0.616
C -0.77 -2.89 -1.73 -0.519
C -4.91 -2.69 0.44 0.332
C -4.17 -3.43 1.36 -0.073
C -4.81 -4.39 2.13 -0.798
C -6.17 -4.61 1.98 -0.413
C -6.90 -3.87 1.06 -0.673
C -6.27 -2.92 0.27 -0.466
H -4.05 -3.73 -2.01 0.488
H -3.08 -5.47 -3.44 0.412
H -0.64 -5.56 -3.84 0.389
H 1.63 -4.61 -3.41 0.411
H 3.01 -2.85 -2.33 0.532
H 1.93 -1.28 -0.76 0.229
H -3.10 -3.28 1.43 0.217
H -4.24 -4.97 2.84 0.413
H -6.66 -5.36 2.58 0.389
H -7.96 -4.05 0.93 0.402
H -6.81 -2.35 -0.47 0.445
O -2.14 5.54 -2.06 -0.568
C -1.99 4.29 -1.59 0.855
C -1.74 4.00 -0.26 -0.538
C -1.56 2.69 0.10 -0.769
N -1.63 1.67 -0.76 0.172
C -1.94 1.97 -2.03 0.018
Br -2.17 0.51 -3.19 0.019
C -2.11 3.25 -2.50 -0.724
H -2.04 6.18 -1.34 0.302
H -1.64 4.78 0.49 0.344
H -1.33 2.43 1.12 0.260
H -2.33 3.43 -3.54 0.542
S 1.38 0.47 -2.99 -0.188
C 2.91 1.32 -3.10 0.118
C 3.16 2.28 -4.10 -0.485
C 4.35 2.97 -4.16 -0.591
C 5.36 2.75 -3.23 -0.540
C 5.15 1.79 -2.24 -0.589
C 3.95 1.10 -2.18 -0.149
H 2.38 2.46 -4.83 0.381
H 4.50 3.70 -4.94 0.354
H 6.29 3.29 -3.28 0.396
H 5.92 1.58 -1.51 0.404
H 3.80 0.35 -1.41 0.343
```

Properties
ΔE to the lowest compared entry with this formula, charge and spin, eV: 0.329
Largest force on an atom, eV/A: 0.6
Charge: 0